C3H3NO5 | ωB97M-V with the def2-TZVPD basis set

Summary:
HOMO level (alpha / beta): -11.09 / -11.27 eV
F_max: 6.080 eV/A
relative energy (zero: lowest compared OMol25 entry of this formula, charge and spin): 952.9 kJ/mol
electronic energy: -546.7581 Eh
lowest unoccupied orbital energy (alpha / beta): -1.945 / -3.035 eV

Geometry (Å):
O -1.248 1.263 1.179
H 1.162 -3.806 -1.679
C 0.802 -4.815 -1.754
O -0.985 -5.151 1.255
H -0.294 -6.358 -0.868
N -0.267 0.557 1.287
C 0.069 -5.344 -0.787
O -0.252 -2.741 1.627
C -0.296 -4.610 0.411
O 0.791 1.141 1.174
O 0.154 -3.326 0.535
H 1.054 -5.376 -2.633



C3H6N2S | ωB97M-V with the def2-TZVPD basis set

Summary:
HOMO level: -8.87 eV
F_max: 4.125 eV/A
SMILES string: C#[N+][S-].[H]/N=C/C
relative energy (zero: lowest compared OMol25 entry of this formula, charge and spin): 350.3 kJ/mol
electronic energy: -625.4886 Eh
lowest unoccupied orbital energy: 0.072 eV

Geometry (Å):
C -1.736 -0.038 -0.056
H -2.521 0.304 0.610
H 1.089 -2.488 -0.691
N 2.186 -0.724 -0.104
S 2.919 0.564 0.195
H -1.522 -1.079 -0.051
H -0.207 0.324 1.492
H 0.771 2.095 0.083
C 1.350 -1.476 -0.457
H -1.857 0.284 -1.075
C -0.473 0.637 0.378
N 0.001 1.597 -0.325



C6H6N4O | ωB97M-V with the def2-TZVPD basis set

Summary:
HOMO level: -9.52 eV
F_max: 8.755 eV/A
SMILES string: Cc1cc(=O)nc(NC#N)[nH]1
relative energy (zero: lowest compared OMol25 entry of this formula, charge and spin): 499.3 kJ/mol
electronic energy: -526.3363 Eh
lowest unoccupied orbital energy: -0.251 eV

Geometry (Å):
H -3.172 0.680 -0.147
C -0.989 1.281 -0.201
O -2.441 -2.151 0.573
N -0.388 -1.379 -0.143
C 2.868 -0.248 0.267
N 3.850 0.437 0.620
N 1.915 -1.041 -0.706
H -2.305 3.066 0.640
H -0.511 2.983 0.848
C -1.808 -1.140 0.082
H -1.385 3.494 -0.773
C -1.358 2.682 0.110
C -2.082 0.400 -0.249
H 1.086 1.673 -0.137
N 0.404 0.948 -0.189
H 1.988 -2.147 -0.881
C 0.595 -0.526 -0.210



C18H17N3O3S | ωB97M-V with the def2-TZVPD basis set

Summary:
HOMO level: -9.20 eV
F_max: 4.808 eV/A
SMILES string: N#CCSc1ccccc1NC(=O)CN1C(=O)[C@H]2CC=CC[C@@H]2C1=O
relative energy (zero: lowest compared OMol25 entry of this formula, charge and spin): 238.9 kJ/mol
electronic energy: -1484.2921 Eh
lowest unoccupied orbital energy: 0.220 eV

Geometry (Å):
H -3.536 2.367 -3.376
H 2.369 -1.446 5.760
H -2.601 0.375 -3.983
C 1.118 -1.266 3.957
C 1.858 -0.785 5.056
H 0.740 1.185 -5.260
H 2.667 -4.314 2.715
C 0.589 1.007 3.361
O 0.868 -0.967 -2.786
H -2.060 3.095 -2.639
H -0.341 -1.902 2.054
C -2.057 2.921 -4.818
H -0.652 0.165 -5.595
C -0.172 -0.326 -2.677
H 1.267 2.579 4.674
C -1.110 2.244 -5.576
C 0.534 -0.367 3.091
N 3.492 -4.209 5.834
S 0.928 -2.958 3.652
C -2.147 0.295 -1.907
H 0.132 1.632 2.638
H 2.468 0.959 6.165
H -0.316 -2.165 -0.600
C -2.032 0.993 -3.256
N -0.117 -0.903 1.956
C -0.340 1.067 -5.068
O -3.181 0.448 -1.230
C 2.648 -3.510 3.435
C 1.904 0.600 5.286
N -1.091 -0.567 -1.707
C -0.921 -1.277 -0.437
C -0.542 0.903 -3.549
C -0.262 -0.413 0.687
O 0.073 0.701 0.325
H 0.016 1.719 -3.081
C 1.241 1.513 4.480
H 3.271 -2.696 3.041
H -2.559 3.789 -5.281
C 3.128 -3.983 4.750
H -0.932 2.681 -6.542
H -1.898 -1.608 -0.092
C -2.443 2.423 -3.455



C3H3BN2 | ωB97M-V with the def2-TZVPD basis set

Summary:
HOMO level: -12.29 eV
F_max: 4.387 eV/A
SMILES string: CB(C#N)C#N
relative energy (zero: lowest compared OMol25 entry of this formula, charge and spin): 0.0 kJ/mol
electronic energy: -250.4275 Eh
lowest unoccupied orbital energy: -1.794 eV

Geometry (Å):
N -1.504 2.531 0.016
C -1.386 -1.377 0.003
H 1.674 0.830 0.438
C -1.137 1.451 -0.114
H 1.542 -0.228 -1.022
B -0.325 0.113 -0.189
H 1.825 -0.947 0.419
C 1.243 -0.070 0.048
N -1.932 -2.303 0.400



C4H14Si2 | ωB97M-V with the def2-TZVPD basis set

Summary:
HOMO level: -7.77 eV
F_max: 4.490 eV/A
relative energy (zero: lowest compared OMol25 entry of this formula, charge and spin): 210.0 kJ/mol
electronic energy: -739.6336 Eh
lowest unoccupied orbital energy: 0.058 eV

Geometry (Å):
H -2.508 2.244 0.681
C -1.928 1.371 0.088
C -2.231 -0.005 0.648
H 2.006 -1.043 -1.730
H 1.561 2.420 1.256
H -1.220 -1.004 -1.120
C 1.977 -1.718 -0.866
Si 1.257 -0.677 0.567
H 1.278 -2.625 -0.966
H 2.983 -2.159 -0.837
Si 2.035 1.520 0.201
H -2.224 1.310 -0.994
C -1.455 -1.012 -0.086
H 1.089 1.899 -1.072
H 3.413 1.617 -0.239
H -0.868 1.663 0.153
H -3.284 -0.181 0.319
H 1.659 -1.459 1.873
H -2.041 -0.173 1.698
H -1.499 -1.989 0.425